Formula: C11H21Cl3HfIO4P2
Source: the OMol25 dataset
Level of theory: ωB97M-V/def2-TZVPD

Last column: Mulliken charge in e.
Positions of all 43 atoms, in Å:
C (0.31717, -2.44559, -1.32900)  -0.399
C (-1.00827, -2.12153, -0.68619)  0.239
H (0.83182, -3.24212, -0.77005)  0.438
H (1.09714, -1.63602, -1.57216)  0.171
H (0.09469, -2.84192, -2.33365)  0.467
O (-2.06202, -2.65193, -1.05053)  -0.270
I (2.86604, 0.85797, -1.75061)  0.100
Hf (0.62989, -0.03776, -0.57091)  -0.204
P (-1.33921, 0.68384, -2.15860)  0.805
C (-2.66971, 1.33745, -1.09181)  -1.012
C (-0.87674, 2.14000, -3.15064)  -0.944
H (-1.76592, 2.53542, -3.65943)  0.445
H (-3.16773, 0.18033, -3.65619)  0.490
H (-0.12898, 1.83969, -3.89535)  0.426
H (-1.61468, -0.53287, -4.21798)  0.410
H (-2.32885, 2.24875, -0.58477)  0.318
H (-0.44524, 2.91337, -2.50197)  0.147
C (-2.25336, -0.34468, -3.34580)  -1.146
H (-3.55158, 1.55510, -1.71064)  0.505
H (-2.50861, -1.30369, -2.87513)  0.290
H (-2.91635, 0.58600, -0.32896)  0.263
P (1.39974, -1.25760, 1.70235)  0.858
C (0.48406, -1.01636, 3.24932)  -1.238
C (1.72561, -3.05351, 1.73334)  -1.383
H (3.77972, -0.84473, 1.44722)  0.411
H (3.25179, -0.81253, 3.16946)  0.526
H (2.93136, 0.58997, 2.09135)  0.226
C (3.00218, -0.50596, 2.14336)  -1.056
H (2.28391, -3.34806, 0.83567)  0.474
H (2.31122, -3.30960, 2.62826)  0.449
H (1.18701, -1.10034, 4.08909)  0.538
H (-0.29681, -1.78017, 3.33336)  0.446
H (0.77145, -3.59597, 1.75150)  0.444
H (0.01635, -0.02140, 3.25116)  0.268
C (-1.05657, -1.19451, 0.54213)  0.581
O (-1.94640, -1.06383, 1.34515)  -0.126
Cl (0.05351, 4.86561, 2.66277)  -0.025
C (0.62714, 3.78885, 1.39972)  0.824
Cl (0.17256, 4.43177, -0.20997)  -0.105
Cl (2.39537, 3.54715, 1.51100)  -0.084
C (0.01049, 2.36147, 1.54185)  0.287
O (-0.66468, 2.03313, 2.49460)  -0.513
O (0.36146, 1.56678, 0.52767)  -0.344

Values from the calculation:
* max |F|: 8.8 eV Å⁻¹
* orbital gap: 3.68 eV
* HOMO energy: -18.79 eV
* charge: +3
* energy relative to the best compared isomer or geometry (same formula, charge and spin): 0.3 kcal/mol